Record 1
{
  "formula": "C34H43BN4O9Rh",
  "method": "ωB97M-V/def2-TZVPD",
  "total_energy_ev": -64026.484,
  "homo_ev": [-3.2, -6.0],
  "homo_lumo_gap_ev": [5.5, 6.3],
  "charge": -1,
  "e_lumo_ev": [2.35, 0.31],
  "multiplicity": 5,
  "e_above_lowest_kcal_mol": 0.0,
  "species": ["Rh", "C", "C", "C", "C", "C", "C", "C", "C", "C", "C", "C", "C", "N", "C", "C", "C", "C", "C", "N", "C", "C", "C", "C", "H", "H", "H", "H", "H", "H", "H", "H", "H", "H", "H", "H", "H", "H", "H", "H", "H", "H", "H", "H", "H", "H", "H", "H", "H", "H", "H", "H", "H", "O", "C", "O", "C", "C", "C", "C", "C", "C", "O", "N", "O", "O", "N", "O", "O", "H", "H", "C", "C", "C", "O", "B", "O", "C", "C", "C", "H", "H", "H", "H", "H", "H", "H", "H", "H", "H", "H", "H"],
  "coordinates": [[0.19579, -0.16198, 0.36097], [-2.94894, -1.04127, 2.57872], [-3.53890, -2.37458, 2.11360], [-4.79624, -2.16712, 1.26046], [-2.52640, -3.37384, 1.54942], [-2.68426, -4.68872, 1.97995], [-1.75545, -5.67003, 1.69505], [-0.60358, -5.31562, 1.01707], [-0.38815, -4.02035, 0.55747], [0.98480, -3.74164, -0.03167], [1.03403, -2.94513, -1.33032], [1.88221, -3.13670, 1.05735], [-1.40030, -3.05505, 0.75493], [-1.30499, -1.77115, 0.18278], [-2.32075, -1.40445, -0.64728], [-2.50733, -0.03244, -0.81318], [-3.55924, 0.72916, -1.49429], [-3.34670, 2.03996, -1.15335], [-2.20480, 2.10083, -0.31004], [-1.67592, 0.82508, -0.17001], [-1.77537, 3.24755, 0.55880], [-0.25954, 3.47321, 0.55081], [-2.47074, 4.53526, 0.11202], [-2.21305, 2.90251, 1.99736], [-3.65918, -0.55003, 3.24905], [-2.74554, -0.35788, 1.75817], [-2.01321, -1.17698, 3.12223], [-3.88946, -2.87417, 3.02257], [-4.60578, -1.51194, 0.41139], [-5.57704, -1.70105, 1.86722], [-5.18187, -3.11724, 0.88377], [-3.55170, -4.93161, 2.58474], [-1.90429, -6.68709, 2.03562], [0.16493, -6.05978, 0.83904], [1.39972, -4.72644, -0.26943], [0.70941, -1.91407, -1.20808], [0.38865, -3.38637, -2.09366], [2.06106, -2.91922, -1.70114], [1.42443, -2.24829, 1.49802], [2.85073, -2.84160, 0.65056], [2.03219, -3.85510, 1.86570], [-2.99362, -2.14135, -1.06801], [-4.34342, 0.31039, -2.10372], [-3.95205, 2.88641, -1.43524], [0.09864, 3.76796, -0.43476], [0.27857, 2.57650, 0.85222], [-0.01978, 4.26503, 1.26438], [-2.22793, 4.78013, -0.92530], [-2.13803, 5.36230, 0.74156], [-3.55586, 4.45940, 0.20620], [-1.69051, 2.01747, 2.36059], [-3.29128, 2.72800, 2.04066], [-1.97001, 3.73861, 2.65810], [0.92684, 1.29498, 4.28069], [1.11754, 0.87869, 3.14542], [0.16296, 0.53720, 2.35129], [2.56814, 0.75552, 2.67558], [3.51861, 1.10194, 3.61788], [4.87628, 1.06505, 3.33884], [5.33573, 0.67406, 2.09304], [4.40298, 0.29782, 1.16452], [2.99008, 0.33723, 1.37675], [2.23586, 0.04702, 0.38193], [4.91281, -0.14140, -0.13661], [5.79300, 0.53235, -0.64900], [4.46362, -1.15905, -0.62320], [5.84030, 1.44395, 4.35664], [5.42392, 1.80953, 5.44106], [7.02800, 1.37619, 4.07502], [3.16448, 1.41581, 4.58900], [6.38983, 0.65978, 1.86173], [-0.23114, 0.41760, -4.96336], [0.63365, 0.53442, -3.72431], [1.94083, -0.22963, -3.89919], [-0.06504, -0.08144, -2.61546], [0.32023, 0.60734, -1.48666], [0.95693, 1.78515, -1.77723], [0.84856, 1.98645, -3.20630], [-0.36081, 2.88087, -3.44674], [2.11873, 2.65520, -3.69304], [-0.32055, -0.63237, -5.24373], [0.21993, 0.95879, -5.79837], [-1.23071, 0.81004, -4.78416], [1.70852, -1.28336, -4.05650], [2.56361, -0.15152, -3.00584], [2.50673, 0.13612, -4.75757], [-1.27646, 2.40316, -3.09397], [-0.47103, 3.12250, -4.50556], [-0.22675, 3.81145, -2.89348], [3.00144, 2.10403, -3.37518], [2.17962, 3.66257, -3.27983], [2.11882, 2.73047, -4.78311]]
}

Record 2
{
  "formula": "C34H43Cl2LaN4O3PS5Sb",
  "method": "ωB97M-V/def2-TZVPD",
  "total_energy_ev": -143970.253,
  "homo_ev": -0.9,
  "homo_lumo_gap_ev": 3.8,
  "charge": -2,
  "e_lumo_ev": 2.96,
  "e_above_lowest_kcal_mol": 81.2,
  "species": ["La", "S", "Sb", "S", "S", "S", "Cl", "C", "C", "C", "Cl", "C", "O", "C", "C", "O", "C", "H", "H", "H", "N", "P", "N", "C", "C", "C", "C", "C", "N", "C", "C", "C", "C", "C", "N", "C", "C", "C", "C", "C", "H", "H", "H", "H", "H", "H", "H", "H", "H", "H", "H", "H", "H", "H", "H", "H", "H", "H", "H", "H", "H", "H", "H", "H", "H", "H", "H", "H", "H", "H", "O", "S", "C", "C", "C", "C", "C", "C", "C", "C", "C", "C", "C", "C", "H", "H", "H", "H", "H", "H", "H", "H", "H", "H"],
  "coordinates": [[-0.81453, -0.16043, -1.53290], [-1.33716, -5.82883, -0.91882], [-2.38739, -3.86667, -1.51139], [-1.23596, -2.93029, -3.30468], [-2.33014, -2.38386, 0.33368], [-4.63861, -4.03981, -2.16277], [1.23911, 5.80665, -5.89068], [1.00571, 4.56766, -4.68895], [1.14571, 4.95445, -3.36310], [0.96259, 4.08083, -2.32884], [1.22069, 4.51586, -0.70767], [0.39431, 2.77729, -2.59705], [-0.19959, 2.09422, -1.70283], [0.57780, 2.30687, -3.93505], [0.54130, 0.97903, -4.31804], [0.28216, 0.04122, -3.50870], [0.91130, 3.23499, -4.93671], [1.56393, 5.92249, -3.14013], [0.69143, 0.74463, -5.39087], [1.02142, 2.85528, -5.97033], [1.00698, -0.94011, -0.07972], [2.02624, -1.33682, 1.04963], [1.72492, -2.92962, 1.78468], [2.35192, -3.51048, 2.95351], [1.32071, -4.21045, 3.94227], [0.65521, -5.35713, 3.21476], [-0.09895, -4.67821, 2.07116], [0.77536, -3.85376, 1.14003], [1.97011, -0.42910, 2.46016], [0.68136, -0.07473, 3.03890], [0.42749, 1.42131, 3.09458], [1.61080, 2.05872, 3.86985], [2.95924, 1.67052, 3.21967], [3.14248, 0.17992, 3.14618], [3.72701, -1.31035, 0.72685], [4.16619, -0.05892, 0.02413], [5.67027, 0.03744, -0.02655], [6.22146, -1.14382, -0.83394], [5.28398, -2.41638, -0.80756], [4.42546, -2.51194, 0.42602], [3.04122, -2.87581, 3.51051], [3.01321, -4.29135, 2.57554], [0.65245, -3.44584, 4.33206], [1.89419, -4.53865, 4.86489], [-0.11819, -5.98185, 3.76575], [1.43702, -6.04238, 2.78082], [-0.90404, -4.05201, 2.45413], [-0.58284, -5.45502, 1.45862], [0.14506, -3.29288, 0.46743], [1.35580, -4.53687, 0.50659], [0.60185, -0.42470, 4.07305], [-0.13739, -0.59945, 2.48361], [-0.50593, 1.53489, 3.64807], [0.30097, 1.87078, 2.10471], [1.56516, 1.77923, 4.94306], [1.40821, 3.18273, 3.84285], [3.84342, 2.15372, 3.77226], [2.97419, 2.17004, 2.22768], [3.15397, -0.40123, 4.08419], [4.09954, -0.09291, 2.66115], [3.73199, 0.80610, 0.49543], [3.75617, -0.12552, -1.02444], [6.00248, 0.07264, 1.01911], [5.87990, 0.96258, -0.49716], [7.23189, -1.44735, -0.51800], [6.38098, -0.87080, -1.88746], [5.87226, -3.36020, -0.79895], [4.64641, -2.40611, -1.69342], [5.07105, -2.83958, 1.25388], [3.80212, -3.46424, 0.29070], [-3.06877, 0.54663, -1.45641], [-3.78854, 1.24990, -0.25928], [-5.45450, 0.64914, -0.69905], [-5.51090, -0.72512, -0.91165], [-6.76528, -1.30449, -1.32575], [-7.91185, -0.50754, -1.44822], [-7.77767, 0.88331, -1.39677], [-6.58754, 1.39825, -0.92481], [-4.02153, 2.91711, -0.90107], [-4.06336, 3.94196, 0.03812], [-4.24988, 5.25791, -0.44526], [-4.31670, 5.47191, -1.83161], [-4.27592, 4.39649, -2.75954], [-3.99145, 3.09742, -2.26451], [-4.64689, -1.36097, -0.59625], [-6.76803, -2.37527, -1.59441], [-8.89783, -0.96575, -1.43410], [-8.62397, 1.56724, -1.58542], [-6.52196, 2.45033, -0.66041], [-4.10978, 3.71206, 1.07427], [-4.15586, 6.11590, 0.23838], [-4.57341, 6.48578, -2.12152], [-4.40112, 4.58517, -3.85139], [-3.79267, 2.24706, -2.91879]]
}

Record 3
{
  "formula": "C34H43F4N4OTl",
  "method": "ωB97M-V/def2-TZVPD",
  "total_energy_ev": -59526.007,
  "homo_ev": -6.3,
  "homo_lumo_gap_ev": 5.9,
  "e_lumo_ev": -0.34,
  "e_above_lowest_kcal_mol": 7.6,
  "species": ["Tl", "C", "N", "C", "C", "C", "N", "C", "C", "F", "C", "F", "C", "C", "F", "C", "F", "H", "H", "H", "H", "H", "H", "H", "H", "H", "H", "H", "C", "C", "C", "C", "C", "C", "C", "C", "N", "C", "C", "C", "C", "N", "C", "C", "C", "C", "C", "C", "C", "C", "H", "H", "H", "H", "H", "H", "H", "H", "H", "H", "H", "H", "H", "H", "H", "H", "H", "H", "H", "H", "H", "H", "H", "H", "C", "C", "C", "O", "C", "H", "H", "H", "H", "H", "H", "H", "H"],
  "coordinates": [[-0.37696, 0.13913, -0.99880], [-3.41336, 0.66723, -2.90720], [-2.97496, 1.18003, -1.61800], [-3.04196, 2.62933, -1.58930], [-3.75316, 0.63613, -0.50640], [-3.78316, -0.89457, -0.45020], [-2.50036, -1.44477, -0.81630], [-2.40116, -2.73827, -1.04340], [-1.27276, -3.23047, -1.76230], [-0.41676, -2.29207, -2.29890], [-1.02146, -4.55937, -1.98550], [0.10604, -4.91897, -2.64400], [-1.90796, -5.54547, -1.58380], [-3.06506, -5.10797, -0.95400], [-3.97716, -6.03357, -0.57770], [-3.31036, -3.78207, -0.68130], [-4.46356, -3.49107, -0.01440], [-4.47746, 0.86233, -3.09840], [-3.23186, -0.40277, -2.94690], [-2.83166, 1.13783, -3.69870], [-4.06606, 3.00163, -1.75020], [-2.39656, 3.03973, -2.36490], [-2.69686, 2.98463, -0.61910], [-4.79796, 0.99383, -0.54170], [-3.29156, 1.00143, 0.41340], [-4.56446, -1.26647, -1.12830], [-4.08326, -1.17987, 0.56790], [-1.71446, -6.58457, -1.77210], [-1.41416, 2.12073, 2.12650], [-1.79236, 0.81753, 2.76380], [-2.89516, 0.74823, 3.60100], [-3.24646, -0.43557, 4.22070], [-2.50606, -1.57917, 3.98030], [-1.40406, -1.54997, 3.14190], [-0.61546, -2.79437, 2.87000], [-1.02886, -0.33347, 2.55470], [0.11524, -0.30527, 1.75190], [1.27554, -0.17447, 2.26410], [1.49554, 0.10503, 3.72360], [2.45954, -0.33927, 1.40120], [3.81064, -0.46157, 2.05000], [2.26124, -0.46217, 0.15430], [3.20404, -0.61747, -0.84310], [4.11134, 0.38963, -1.19930], [4.25724, 1.63713, -0.37880], [4.86984, 0.23353, -2.35150], [4.74544, -0.89407, -3.14030], [3.87534, -1.90197, -2.76370], [3.11204, -1.78577, -1.61800], [2.23634, -2.90107, -1.15600], [-2.24766, 2.81683, 2.18480], [-1.13606, 1.96713, 1.08320], [-0.56646, 2.57053, 2.64390], [-3.47026, 1.64583, 3.77800], [-4.09486, -0.46717, 4.88620], [-2.77696, -2.50687, 4.46240], [-1.12856, -3.66597, 3.26470], [0.36604, -2.74577, 3.33880], [-0.46696, -2.92267, 1.79950], [0.55704, 0.39673, 4.19030], [2.22054, 0.90373, 3.85810], [1.86254, -0.78297, 4.23520], [3.80154, -1.24727, 2.80370], [4.10134, 0.47343, 2.52540], [4.55094, -0.71787, 1.29530], [3.39064, 1.77693, 0.26060], [4.36584, 2.50703, -1.02330], [5.14814, 1.57903, 0.24910], [5.56274, 1.01673, -2.63110], [5.33534, -0.99067, -4.03860], [3.77664, -2.78607, -3.37410], [2.74294, -3.49687, -0.39650], [1.98174, -3.55157, -1.98630], [1.33134, -2.49927, -0.70470], [1.65714, 4.98623, -2.06460], [1.06314, 5.21233, -0.67410], [1.29054, 3.84453, -0.03170], [1.09184, 2.89383, -1.05980], [1.37544, 3.49903, -2.31680], [2.72994, 5.18103, -2.04920], [1.20354, 5.61203, -2.82820], [-0.00616, 5.42023, -0.73240], [1.55334, 6.01653, -0.12850], [0.59084, 3.61543, 0.77150], [2.31694, 3.77573, 0.35940], [0.49614, 3.35873, -2.95390], [2.22944, 2.99453, -2.77930]]
}